C2H10NS | wB97M-V/def2-TZVPD

```
14
Properties=species:S:1:pos:R:3:forces:R:3:lowdin_charge:R:1
N 0.709 -2.519 -1.840 0.351 -0.189 -0.344 0.01
H 0.020 -3.278 -2.048 0.049 -0.079 0.187 0.03
H 1.087 -2.185 -2.752 -0.177 0.252 -0.164 0.03
H 0.263 -1.745 -1.320 0.108 0.052 -0.036 -0.03
H 1.552 -2.881 -1.336 -0.228 -0.169 0.288 0.03
C -0.637 2.069 1.599 -0.584 -0.353 0.584 -0.19
C -0.387 0.658 1.061 0.473 0.327 -0.120 -0.61
S -0.310 0.618 -0.776 -0.392 0.268 0.572 0.55
H -1.231 2.679 0.925 0.263 0.134 -0.240 0.06
H 0.284 2.548 1.915 0.133 0.268 -0.369 0.07
H -1.247 2.010 2.502 0.051 -0.107 0.121 0.07
H 0.602 0.322 1.366 -0.157 -0.192 0.315 0.05
H -1.132 -0.028 1.443 -0.091 -0.240 -0.321 0.06
H 0.427 1.733 -0.739 0.201 0.028 -0.471 -0.13
```
Positions in Å, forces in eV/Å.

## Properties
Kohn-Sham gap (spin up / spin down) (eV): 4.64 / 10.25
Expectation value of S²: 0.751
Energy relative to the best compared isomer or geometry (same formula, charge and spin) (kJ/mol): 22.9
Net charge: 0
2S+1: 2